ORCA calculation (the ωB97M-V functional and the def2-TZVPD basis) on 2 unconnected molecules or ions with the total composition C4H8N2O2.

Positions of all 16 atoms, in Å:
N 0.022 -0.628 -1.079
C -0.691 -0.506 0.161
O -0.420 -1.567 1.010
C -0.899 0.860 0.745
C -2.078 0.064 0.234
H -0.270 -1.466 -1.570
H -0.141 0.175 -1.674
H 0.540 -1.620 1.123
H -0.571 1.719 0.180
H -0.793 0.967 1.816
H -2.753 -0.355 0.965
H -2.554 0.384 -0.682
N 2.503 1.035 -0.746
C 2.539 0.093 -0.021
O 2.399 -0.814 0.680
H 3.168 1.659 -1.143

Properties
relative energy (zero: lowest compared OMol25 entry of this formula, charge and spin): 49.3 kcal per mole
total charge: 0
structure (SMILES): NC1(O)CC1.N=C=O
2S+1: 1
highest occupied orbital energy: -8.77 eV

ORCA calculation (the ωB97M-V functional and the def2-TZVPD basis) on a molecular structure, C3H3F.

Positions of all 7 atoms, in Å:
C -0.493 0.895 0.019
C -1.657 0.367 0.028
C 0.051 -0.512 -0.016
F -2.864 -0.085 -0.018
H -0.182 1.878 -0.207
H 0.203 -1.186 -0.987
H 0.137 -0.817 1.022

Properties
relative energy (zero: lowest compared OMol25 entry of this formula, charge and spin): 61.5 kcal per mole
total charge: 0
2S+1: 1
highest occupied orbital energy: -8.50 eV

ORCA calculation (the ωB97M-V functional and the def2-TZVPD basis) on a molecular structure, C30H33ClGeN3O3S2Sc.

Positions of all 74 atoms, in Å:
Sc 0.551 -0.683 -0.183
C -1.565 1.614 -0.970
C -1.009 2.236 -2.087
C -1.145 1.655 -3.337
C -1.838 0.456 -3.477
C -2.381 -0.171 -2.368
C -2.236 0.402 -1.107
H -1.525 2.108 -0.006
H -0.488 3.178 -1.976
H -0.717 2.137 -4.207
H -1.949 0.008 -4.457
H -2.903 -1.112 -2.473
H -2.691 -0.067 -0.242
C -2.751 -0.092 4.642
C -2.211 -1.308 4.686
C -1.363 -1.844 3.618
C -0.945 -1.050 2.625
C -1.274 0.419 2.636
C -2.551 0.767 3.423
N -0.112 -1.382 1.571
N 0.359 -2.717 1.609
C 1.447 -2.949 0.930
C 1.953 -4.310 0.893
C 3.054 -4.605 0.184
C 3.747 -3.575 -0.550
C 3.260 -2.323 -0.502
N 2.143 -1.960 0.220
H -3.409 0.269 5.421
H -2.423 -1.948 5.534
H -1.032 -2.872 3.643
H -1.446 0.768 1.619
H -3.379 0.599 2.724
H 1.401 -5.051 1.455
H 3.428 -5.622 0.163
H 4.631 -3.791 -1.133
H 3.739 -1.518 -1.048
C 3.501 3.448 2.401
Ge 2.943 1.736 1.680
C 3.504 0.257 2.790
C 3.557 1.569 -0.166
C 0.948 1.786 1.601
H 4.588 3.503 2.462
H 3.092 3.588 3.402
H 3.147 4.259 1.764
H 4.589 0.146 2.747
H 3.037 -0.667 2.446
H 3.202 0.434 3.822
H 4.636 1.406 -0.187
H 3.333 2.481 -0.722
H 3.099 0.730 -0.698
H 0.580 1.094 0.840
H 0.584 2.766 1.285
C -2.072 3.932 5.256
O -2.218 2.553 4.896
C -2.572 2.261 3.662
S -3.003 3.339 2.508
S 0.232 1.333 3.195
H -1.764 3.921 6.297
H -3.017 4.456 5.129
H -1.315 4.392 4.624
Cl 2.606 -4.741 -7.036
C 2.029 -3.811 -5.688
C 1.226 -4.425 -4.739
C 0.767 -3.680 -3.666
C 1.119 -2.339 -3.553
C 1.928 -1.739 -4.510
C 2.385 -2.475 -5.590
C 0.662 -1.559 -2.387
O -0.153 -2.066 -1.551
O 1.134 -0.389 -2.169
H 0.972 -5.470 -4.842
H 0.148 -4.131 -2.902
H 2.198 -0.698 -4.398
H 3.015 -2.028 -6.347

Properties
relative energy (zero: lowest compared OMol25 entry of this formula, charge and spin): 33.0 kcal per mole
total charge: 0
2S+1: 1
highest occupied orbital energy: -6.42 eV

ORCA calculation (the ωB97M-V functional and the def2-TZVPD basis) on 2 unconnected molecules or ions with the total composition C3H4N2O.

Positions of all 10 atoms, in Å:
O 1.207 0.844 -1.896
C 0.693 -0.239 -1.350
C 0.247 -1.238 -0.851
C -1.026 -0.639 1.749
N -0.809 0.480 1.407
N -0.738 1.598 0.883
H 1.408 0.650 -2.823
H -0.199 -2.093 -0.401
H -1.005 -1.132 2.704
H 0.223 1.768 0.576

Properties
relative energy (zero: lowest compared OMol25 entry of this formula, charge and spin): 143.0 kcal per mole
total charge: 0
2S+1: 1
highest occupied orbital energy: -8.86 eV

ORCA calculation (the ωB97M-V functional and the def2-TZVPD basis) on a molecular structure, H12LiO6.

Positions of all 19 atoms, in Å:
Li -0.051 -0.154 0.047
O -1.165 1.779 0.298
H -2.000 2.087 -0.268
H -1.395 2.446 0.956
O 0.301 -0.057 -2.373
H -0.007 -0.796 -2.768
H 1.262 0.030 -2.644
O 1.772 -1.689 -0.347
H 2.268 -1.382 -1.182
H 2.426 -1.394 0.320
O 1.637 1.319 0.554
H 1.377 2.034 1.121
H 2.203 0.772 0.990
O -0.763 -0.502 2.075
H -1.559 0.049 2.620
H -0.162 -0.146 2.607
O -1.682 -1.524 -0.472
H -1.971 -1.002 -1.182
H -2.491 -1.871 -0.352

Properties
relative energy (zero: lowest compared OMol25 entry of this formula, charge and spin): 61.8 kcal per mole
total charge: +1
2S+1: 1
highest occupied orbital energy: -15.47 eV

ORCA calculation (the ωB97M-V functional and the def2-TZVPD basis) on a molecular structure, C33H39GeLuN3O6S.

Positions of all 84 atoms, in Å:
Lu -0.398 1.006 -1.110
C -2.975 -1.197 -0.689
C -2.852 -0.839 0.783
O -1.814 0.111 0.842
C -1.446 0.552 2.135
C -0.264 1.477 1.910
O -0.696 2.564 1.045
C -1.780 3.394 1.381
C -2.429 3.752 0.054
O -2.648 2.574 -0.700
C -3.883 1.926 -0.519
C -3.938 0.832 -1.564
O -2.816 -0.055 -1.517
H -2.164 -1.868 -0.966
H -3.939 -1.679 -0.891
H -3.775 -0.404 1.193
H -2.598 -1.728 1.370
H -2.307 1.046 2.605
H -1.170 -0.293 2.768
H 0.048 1.902 2.879
H 1.733 1.449 1.167
H -2.500 2.892 2.037
H -1.435 4.299 1.896
H -3.372 4.291 0.207
H -1.765 4.370 -0.550
H -3.991 1.559 0.510
H -4.709 2.624 -0.722
H -4.867 0.254 -1.475
H -3.873 1.317 -2.554
N 0.156 -0.261 -3.571
C 0.815 -1.531 -3.260
C 1.129 -1.382 -1.785
O 1.792 -2.479 -1.122
O -0.022 -1.059 -1.130
H -0.842 -0.331 -3.714
H 0.542 0.256 -4.347
H 1.713 -1.669 -3.862
H 0.164 -2.397 -3.406
C 0.831 0.831 1.100
Ge 1.437 -0.985 1.358
C 2.501 -1.498 -0.280
C 3.898 -1.957 -0.028
C 4.864 -1.720 -0.919
C 4.615 -0.956 -2.140
C 3.442 -0.352 -2.350
C 2.313 -0.441 -1.386
C 0.159 -2.413 1.846
C -0.355 -3.354 0.953
C -1.249 -4.330 1.374
C -1.652 -4.396 2.700
C -1.130 -3.490 3.612
C -0.226 -2.526 3.184
C 2.766 -1.082 2.844
C 3.074 -2.256 3.529
C 4.069 -2.299 4.496
C 4.790 -1.156 4.802
C 4.500 0.028 4.139
C 3.500 0.058 3.176
H 4.127 -2.486 0.889
H 5.874 -2.073 -0.740
H 5.424 -0.849 -2.852
H 3.297 0.270 -3.228
H 2.052 0.578 -1.063
H -0.051 -3.312 -0.082
H -1.632 -5.043 0.653
H -2.355 -5.155 3.022
H -1.418 -3.538 4.656
H 0.192 -1.846 3.921
H 2.524 -3.165 3.307
H 4.283 -3.231 5.008
H 5.569 -1.185 5.554
H 5.053 0.931 4.370
H 3.288 0.996 2.677
S 0.835 3.322 -1.783
C -0.604 3.305 -2.827
N -1.099 4.558 -3.273
C -1.596 4.413 -4.641
C -2.238 3.270 -4.941
C -2.301 2.179 -4.011
N -1.187 2.201 -3.099
H -0.342 5.226 -3.225
H -1.536 5.289 -5.269
H -2.697 3.175 -5.922
H -2.435 1.185 -4.441

Properties
relative energy (zero: lowest compared OMol25 entry of this formula, charge and spin): 70.3 kcal per mole
total charge: -1
2S+1: 1
highest occupied orbital energy: -1.74 eV

Please write out number 5 again, unchanged.
ORCA calculation (the ωB97M-V functional and the def2-TZVPD basis) on a molecular structure, H12LiO6.

Positions of all 19 atoms, in Å:
Li -0.051 -0.154 0.047
O -1.165 1.779 0.298
H -2.000 2.087 -0.268
H -1.395 2.446 0.956
O 0.301 -0.057 -2.373
H -0.007 -0.796 -2.768
H 1.262 0.030 -2.644
O 1.772 -1.689 -0.347
H 2.268 -1.382 -1.182
H 2.426 -1.394 0.320
O 1.637 1.319 0.554
H 1.377 2.034 1.121
H 2.203 0.772 0.990
O -0.763 -0.502 2.075
H -1.559 0.049 2.620
H -0.162 -0.146 2.607
O -1.682 -1.524 -0.472
H -1.971 -1.002 -1.182
H -2.491 -1.871 -0.352

Properties
relative energy (zero: lowest compared OMol25 entry of this formula, charge and spin): 61.8 kcal per mole
total charge: +1
2S+1: 1
highest occupied orbital energy: -15.47 eV